Entry 1:
{"formula": "C16H21N2", "method": "wB97M-V/def2-TZVPD", "de_lowest_kj_mol": 274.50, "homo_ev": -12.234, "charge": 1, "energy_ha": -731.48510, "spin_multiplicity": 1, "species": ["C", "N", "N", "C", "C", "C", "C", "C", "C", "C", "C", "C", "C", "C", "C", "C", "C", "C", "H", "H", "H", "H", "H", "H", "H", "H", "H", "H", "H", "H", "H", "H", "H", "H", "H", "H", "H", "H", "H"], "xyz": [[1.958815, 0.198710, -3.112749], [1.802221, 0.936799, -1.874959], [0.501873, 1.106060, -1.269762], [-0.633925, 0.739507, -2.191305], [0.384413, 0.835467, 0.148235], [1.607247, 0.172407, 0.738304], [2.738429, 1.004391, 0.888963], [3.983269, 0.450088, 1.179425], [4.093711, -0.919564, 1.430807], [2.947875, -1.715898, 1.421894], [1.693882, -1.169630, 1.121571], [-0.974017, 0.259116, 0.549967], [-1.933924, 1.181904, 0.997490], [-3.229714, 0.784568, 1.294574], [-3.610970, -0.553392, 1.166714], [-5.033926, -0.951955, 1.436625], [-2.648551, -1.479835, 0.758603], [-1.343746, -1.095128, 0.424877], [2.958264, 0.457494, -3.490765], [1.933009, -0.896806, -2.978120], [1.227989, 0.520911, -3.863792], [2.504408, 0.693585, -1.189174], [0.512833, 2.134940, -1.278410], [-1.491940, 0.426565, -1.600080], [-0.919815, 1.640072, -2.760416], [-0.338429, -0.064675, -2.872856], [0.382222, 1.847699, 0.586151], [2.631606, 2.079590, 0.713108], [4.861686, 1.094390, 1.192770], [5.068395, -1.371306, 1.629459], [3.017882, -2.781816, 1.636600], [0.805512, -1.795546, 1.203342], [-1.656664, 2.234495, 1.103361], [-3.966616, 1.519870, 1.614193], [-5.140130, -2.037256, 1.510751], [-5.386461, -0.500276, 2.370123], [-5.717540, -0.608368, 0.650357], [-2.941617, -2.530159, 0.680882], [-0.647552, -1.847024, 0.033244]], "atomic_forces_ev_per_a": [[0.0837, -0.5145, -0.2267], [0.9524, 0.1305, -0.7793], [0.3323, 1.9820, -3.0890], [-0.4969, -0.0054, -0.4045], [-0.9242, -0.6412, 3.9214], [0.5002, 0.0365, 0.5164], [-0.0281, -0.5503, -0.1734], [-0.0880, 0.1239, 0.1274], [-0.1214, -0.1048, -0.2035], [-0.0862, 0.1561, 0.1191], [0.3580, 0.0583, -0.2203], [-0.1313, -0.1340, -0.0166], [0.1979, -0.1640, -0.0333], [0.0568, -0.0673, -0.0848], [0.1395, 0.1884, -0.0980], [-0.2023, -0.1237, 0.1770], [0.1888, -0.1103, -0.1642], [-0.2814, 0.3504, -0.0003], [-0.3369, -0.0147, 0.1487], [-0.1899, 0.2780, -0.1888], [0.4251, -0.1256, 0.1206], [-0.3777, -0.1098, 0.1713], [-0.6217, -0.5615, -0.1467], [0.2255, 0.0767, -0.0901], [0.3148, -0.4899, 0.1423], [-0.1568, 0.2586, 0.4326], [-0.0082, -0.4100, 0.0158], [0.1632, -0.3303, -0.0028], [-0.1925, -0.1937, 0.1464], [-0.3381, 0.2029, -0.0353], [0.0145, 0.2962, 0.0714], [0.4918, 0.2161, -0.1673], [-0.0927, -0.2964, -0.0092], [0.1844, -0.1161, -0.0298], [0.0190, 0.1517, 0.0284], [0.0584, -0.1364, -0.1113], [0.2490, -0.0191, 0.0420], [0.1671, 0.3162, -0.0445], [-0.4481, 0.3968, 0.1391]], "lowdin_charge": [-0.085, -0.030, -0.074, 0.059, -0.192, -0.183, -0.061, -0.058, -0.059, -0.049, -0.010, -0.204, -0.026, -0.021, -0.260, -0.041, -0.015, -0.043, 0.105, 0.097, 0.082, 0.095, 0.189, 0.091, 0.126, 0.094, 0.150, 0.128, 0.117, 0.117, 0.116, 0.096, 0.122, 0.126, 0.082, 0.090, 0.093, 0.123, 0.114]}


Entry 2:
{"formula": "C16H21N3O", "method": "wB97M-V/def2-TZVPD", "de_lowest_kj_mol": 1402.97, "homo_ev": -8.568, "energy_ha": -861.30179, "spin_multiplicity": 1, "species": ["C", "C", "C", "H", "C", "C", "C", "H", "H", "C", "C", "N", "C", "N", "O", "C", "C", "C", "C", "N", "C", "H", "H", "H", "H", "C", "C", "H", "H", "H", "H", "H", "H", "H", "H", "H", "H", "H", "H", "H", "H"], "xyz": [[-0.345032, -2.536429, 0.018806], [-1.552880, -2.548075, -0.846883], [-2.699590, -1.689402, -0.205234], [-2.994717, -2.256067, 0.775434], [-2.686687, -0.436029, -0.149958], [-2.127830, 0.340606, -1.152704], [-2.187736, 1.815195, -0.866411], [-1.661451, 2.449797, -2.019706], [-3.185267, 2.312385, -1.057412], [-1.327670, 2.326511, 0.240830], [0.033967, 2.344270, 0.120431], [0.685910, 1.158094, 0.157335], [2.087998, 1.278467, -0.149898], [2.153148, 2.813301, -0.325049], [0.846379, 3.164715, -0.400156], [3.137284, 0.539007, 0.134783], [3.130565, -0.877039, 0.586067], [4.180132, -1.576944, 0.632704], [5.510439, -0.905846, -0.014447], [5.492832, 0.255308, -0.330691], [4.408384, 0.975216, -0.560600], [4.460568, 2.065990, -0.728215], [6.305939, -1.490776, 0.100279], [4.108971, -2.475255, 1.122637], [2.144506, -0.886531, 0.677304], [-1.868302, 1.663601, 1.452252], [-1.936296, -0.057287, 1.267519], [-0.879100, -0.047553, 1.173693], [-2.490091, -0.380277, 2.250059], [-2.943465, 1.951837, 1.672004], [-1.372714, 2.013235, 2.307130], [-1.523527, 3.428803, 0.250152], [-2.580887, 0.199025, -2.094572], [-1.061171, -0.027865, -1.329282], [-3.763526, 0.073133, 0.113814], [-3.705567, -1.755053, -0.753375], [-1.506390, -2.135232, -2.016803], [-2.036788, -3.554929, -0.696292], [0.282558, -3.200423, -0.495554], [-0.048235, -1.426372, 0.011224], [-0.484654, -2.905103, 1.128804]], "atomic_forces_ev_per_a": [[-0.0063, 2.1776, 1.3887], [-3.9238, 0.5306, -0.9404], [-3.8225, -15.0340, -1.1861], [0.6483, 1.2068, -1.3217], [-1.6939, 13.5461, 9.1416], [3.4686, 1.9112, -2.8339], [1.7490, 2.8206, -6.5489], [-1.2051, -1.9732, 3.0863], [0.8429, -0.8669, 1.3111], [-5.3560, 3.6841, 0.3571], [6.1404, -7.8027, -2.0296], [1.9040, -1.7740, 0.9283], [-9.6763, 10.9514, 1.0082], [0.8297, -5.0637, -1.0326], [1.0468, 4.7432, 0.2902], [9.2253, -3.6910, -3.5376], [-1.9717, 7.4865, -1.8022], [6.4577, 0.2553, -2.1483], [-6.9156, -5.5754, 4.7510], [2.0246, 5.3887, -3.6991], [-4.3937, 0.6565, 4.6797], [0.3411, -0.7799, -0.7665], [3.6829, -2.0066, 0.1068], [0.6170, -2.5249, 0.5406], [-4.2999, -2.6863, 1.9311], [-3.1143, -2.5004, 0.6387], [-1.3620, 4.6352, 0.7942], [0.9530, -1.7948, 0.4421], [1.3931, 0.0024, -2.1449], [1.0398, 0.0539, -0.7702], [1.0951, -0.2155, 1.5076], [-0.5689, -0.4021, 0.4354], [-0.8539, -0.3995, -1.2915], [-1.0016, 0.8960, 0.2350], [1.8468, -1.2847, -0.6942], [1.1877, -1.7841, -0.3753], [0.5802, -1.6676, 3.0546], [0.6783, 0.5984, -1.3440], [1.9030, -0.5895, -0.2075], [0.6076, -1.9145, 0.3169], [-0.0973, 0.7868, -2.2708]], "lowdin_charge": [-0.138, -0.243, -0.324, 0.160, -0.522, -0.232, -0.127, 0.206, 0.129, -0.357, -0.373, 0.188, -0.168, 0.137, 0.022, -0.125, -0.050, 0.016, -0.081, 0.034, -0.003, 0.116, 0.059, 0.072, 0.049, -0.107, -0.037, 0.034, 0.143, 0.125, 0.084, 0.173, 0.116, 0.142, 0.201, 0.155, 0.173, 0.112, 0.045, 0.061, 0.131]}


Entry 3:
{"formula": "C16H21N3O3S", "method": "wB97M-V/def2-TZVPD", "de_lowest_kj_mol": 213.60, "homo_ev": -8.201, "energy_ha": -1410.47024, "spin_multiplicity": 1, "species": ["C", "S", "C", "C", "C", "N", "C", "O", "N", "C", "C", "C", "C", "N", "C", "C", "C", "C", "C", "C", "C", "O", "O", "H", "H", "H", "H", "H", "H", "H", "H", "H", "H", "H", "H", "H", "H", "H", "H", "H", "H", "H", "H", "H"], "xyz": [[6.598421, 1.505943, 1.327785], [6.568737, 0.565184, -0.236744], [4.762895, 0.463026, -0.354890], [3.982516, -0.352374, 0.704668], [2.496714, -0.188620, 0.449596], [1.635006, -0.818769, 1.444163], [2.110982, -0.839058, -0.871954], [2.856908, -1.531233, -1.520123], [0.785966, -0.845959, -1.259263], [-0.301610, -0.208248, -0.561569], [-1.372687, 0.125808, -1.558041], [-2.571767, 0.887410, -0.950722], [-2.715617, 2.239439, -0.838695], [-3.907079, 2.518088, -0.129821], [-4.531262, 1.326573, 0.172726], [-5.809244, 1.070920, 0.673502], [-6.166302, -0.270884, 0.807555], [-5.355246, -1.323701, 0.419807], [-4.148529, -1.038210, -0.233994], [-3.746249, 0.264536, -0.362190], [-0.973304, -1.172697, 0.413159], [-1.249818, -2.307971, 0.146268], [-1.359109, -0.565644, 1.606385], [6.306874, 0.816649, 2.154228], [7.666346, 1.796672, 1.489339], [5.818316, 2.374715, 1.289237], [4.592977, -0.018478, -1.304509], [4.362091, 1.449330, -0.459625], [4.134378, -1.406214, 0.458695], [4.288725, -0.098991, 1.797717], [2.206439, 0.903414, 0.360287], [1.847389, -0.444026, 2.367354], [1.705094, -1.880306, 1.535289], [0.570867, -1.427406, -2.076442], [0.071166, 0.704247, -0.073687], [-1.834698, -0.853559, -1.935178], [-0.941449, 0.686450, -2.418371], [-1.948884, 3.012408, -1.107544], [-4.211931, 3.449157, -0.046233], [-6.411257, 1.895584, 0.969886], [-7.084793, -0.376647, 1.318180], [-5.624943, -2.381620, 0.514242], [-3.489691, -1.826464, -0.588400], [-2.262167, -1.091780, 1.877184]], "atomic_forces_ev_per_a": [[-0.5116, 0.2781, 0.3005], [-0.6195, 0.3575, 0.6877], [0.3097, -0.9182, 0.1598], [0.8860, 0.4844, 0.3150], [-0.6540, 0.8088, 0.1203], [-0.0775, -1.3435, 0.9275], [-1.6005, -1.2882, -0.4708], [1.2715, -0.1418, -0.4229], [0.3770, 0.5158, 0.1615], [0.4758, -0.1861, 0.2606], [-2.3731, 0.1100, -1.0663], [0.7129, -0.2392, -0.5513], [0.2409, -0.1227, 0.6162], [1.8884, -0.9294, -0.8966], [-0.5225, -0.1590, -1.0547], [1.5690, -0.6830, -0.2646], [0.0097, 1.3473, 0.4274], [0.8976, -0.4884, -0.9236], [-0.4684, -1.0421, 0.5162], [0.6840, 1.8786, 0.1933], [-0.0963, 0.7919, 1.7488], [0.1036, 0.0900, -0.0586], [-3.0164, -2.2546, -0.5732], [0.2345, 0.6292, -0.4918], [-1.1113, 0.2150, -0.0371], [1.7770, -1.3204, 0.0606], [-0.0734, -0.2025, -0.3354], [-0.1900, 0.8866, 0.1667], [0.5461, -0.0236, 0.5655], [-0.7073, -0.4596, -1.8899], [0.2694, -0.9455, 0.3634], [-0.1661, -0.0937, -0.2066], [0.2550, 1.9852, -0.5497], [0.2712, 0.3474, 0.6666], [-0.3424, -0.4317, 0.0658], [0.9402, 1.2072, 0.1607], [-0.2856, -0.3969, 0.5751], [-1.2285, -0.6970, 0.3061], [-0.7791, 0.7343, 0.3813], [-0.6921, 0.2667, 0.3407], [-0.9799, -0.7967, 0.2699], [-0.1835, 0.5851, 0.1781], [-0.2983, -0.0498, 0.0177], [3.2579, 1.6943, -0.7598]], "lowdin_charge": [-0.440, 0.779, -0.532, -0.198, -0.343, 0.059, -0.433, 0.072, 0.116, -0.273, -0.088, -0.165, -0.032, 0.081, -0.198, -0.012, -0.101, -0.079, -0.044, -0.149, -0.508, 0.108, 0.033, 0.019, 0.032, 0.072, 0.054, 0.063, 0.114, 0.135, 0.163, 0.091, 0.143, 0.166, 0.153, 0.146, 0.135, 0.139, 0.129, 0.098, 0.086, 0.108, 0.104, 0.199]}